No. 1
# C45H47CrF9N6O2PSi

A molecular structure, C45H47CrF9N6O2PSi at a distorted geometry (wB97M-V/def2-TZVPD, OMol25).

XYZ file:
```
112
Properties=species:S:1:pos:R:3:forces:R:3
Cr -1.29055 -1.22681 -0.62944 -0.730 -0.536 0.660
C -2.18881 0.06947 0.70538 -0.101 0.103 0.276
Si -2.94947 1.54720 -0.15016 -0.034 -0.254 -0.037
C -3.21091 0.78408 -1.86731 0.281 0.025 -0.281
N -2.12903 -0.21386 -2.17425 -0.012 -0.166 -0.173
C -2.46069 -1.06272 -3.37058 0.140 0.454 0.020
C -2.31083 -0.28148 -4.67648 0.240 0.159 0.096
C -1.00522 0.55853 -4.69505 -0.030 -0.191 -0.003
C -0.05686 0.13917 -3.56649 -0.157 -0.033 -0.181
C -0.77771 0.40269 -2.26184 -0.343 -0.173 -0.210
C -1.78350 2.98943 -0.05983 0.108 0.182 0.026
C -1.15536 3.24391 1.16517 0.080 0.071 0.044
C -0.42777 4.41254 1.37237 -0.045 -0.054 -0.043
C -0.33014 5.35635 0.35480 -0.020 -0.101 0.069
C -0.94521 5.11850 -0.86974 0.032 0.020 -0.071
C -1.66431 3.94670 -1.07184 0.061 -0.028 -0.106
C -4.61351 2.18399 0.36540 -0.139 0.042 0.234
C -5.69847 2.22467 -0.51479 -0.072 -0.015 0.012
C -6.89310 2.83759 -0.14898 0.003 -0.023 -0.010
C -7.02081 3.41771 1.10666 0.017 -0.030 -0.053
C -5.95288 3.38663 1.99733 0.055 -0.022 0.035
C -4.76070 2.77995 1.62688 -0.017 -0.028 0.005
H -2.97411 -0.48436 1.23820 0.158 -0.103 -0.160
H -1.45276 0.37528 1.45497 0.043 -0.085 -0.061
H -3.30207 1.51001 -2.68752 0.075 -0.221 0.020
H -4.15578 0.23520 -1.81363 0.102 -0.055 -0.036
H -3.48268 -1.41044 -3.24565 -0.109 0.011 0.091
H -1.80567 -1.92533 -3.38184 0.154 -0.107 0.122
H -3.17864 0.35630 -4.83269 -0.022 0.030 -0.039
H -2.30427 -1.01030 -5.48553 -0.032 -0.003 -0.051
H -1.23198 1.62290 -4.58956 -0.019 -0.028 -0.004
H -0.49365 0.44273 -5.64868 -0.048 0.043 -0.031
H 0.86212 0.72540 -3.58530 -0.005 0.007 0.027
H 0.21766 -0.91034 -3.66445 0.036 -0.016 0.038
H -0.84414 1.47101 -2.08295 -0.043 0.098 0.217
H -0.15683 0.01198 -1.39933 0.443 0.398 -0.061
H -1.23379 2.52145 1.97889 -0.007 0.204 -0.179
H 0.05564 4.58817 2.32833 -0.048 0.001 -0.081
H 0.21104 6.28010 0.52288 0.000 -0.070 -0.036
H -0.87425 5.85395 -1.66564 -0.004 -0.075 0.098
H -2.14178 3.78726 -2.03963 0.008 0.046 0.162
H -5.62499 1.78622 -1.50957 -0.040 0.102 0.165
H -7.72249 2.86428 -0.84844 0.082 0.010 0.081
H -7.95025 3.90029 1.38881 0.086 -0.047 -0.022
H -6.04726 3.84464 2.97742 0.004 -0.061 -0.127
H -3.92695 2.78081 2.33025 -0.144 0.025 -0.123
F 3.86578 3.38671 6.15726 -0.198 0.209 -0.027
C 2.85166 3.88009 5.42353 -0.021 -0.005 -0.017
F 3.24368 5.06751 4.92669 -0.071 -0.146 0.235
F 1.80124 4.08552 6.23609 0.340 0.084 -0.072
C 2.50516 2.93270 4.30769 0.188 -0.071 -0.143
C 3.48461 2.63679 3.35902 0.026 -0.019 -0.067
C 3.20032 1.75721 2.32921 0.035 0.120 0.085
C 1.93553 1.16752 2.24211 -0.071 -0.249 -0.036
C 0.97738 1.46361 3.20123 -0.104 -0.084 0.069
C 1.25881 2.35031 4.23850 -0.248 -0.132 -0.002
P 1.53825 -0.03490 0.90589 0.642 0.359 -0.247
C 2.27048 0.88426 -0.52664 0.138 -0.087 0.041
C 3.41899 0.53626 -1.24021 0.024 0.029 -0.067
C 3.82585 1.29211 -2.33632 0.066 -0.190 0.137
C 3.09246 2.40136 -2.72129 -0.093 -0.011 -0.038
C 1.98769 2.79975 -1.98469 -0.078 0.029 0.125
C 1.58359 2.04367 -0.89315 -0.013 0.066 0.007
C 3.45185 3.10998 -3.99899 -0.010 0.031 -0.033
F 2.87407 4.31825 -4.08023 0.121 -0.195 -0.084
F 4.77414 3.26423 -4.12885 -0.143 0.007 -0.063
F 3.02164 2.37734 -5.05825 0.095 0.243 0.169
C 2.74930 -1.38220 1.24979 -0.067 -0.002 0.097
C 3.17579 -2.25152 0.24276 0.030 -0.051 -0.070
C 3.94491 -3.37014 0.53661 -0.068 0.105 -0.186
C 4.26035 -3.65820 1.85401 -0.078 -0.037 0.010
C 3.86567 -2.80240 2.86904 -0.018 0.221 0.141
C 3.12273 -1.66698 2.56639 0.108 -0.002 0.014
C 4.89913 -4.96797 2.20973 0.103 -0.097 0.037
F 5.46434 -5.56469 1.14716 -0.140 0.045 0.296
F 5.80936 -4.85035 3.17253 -0.092 -0.106 -0.116
F 3.92893 -5.82421 2.67674 0.350 0.187 -0.044
H 4.46654 3.09482 3.43492 -0.123 -0.051 -0.019
H 3.96702 1.52811 1.59647 -0.065 0.023 0.017
H -0.00094 0.99294 3.15503 0.096 0.036 0.005
H 0.51144 2.57776 4.99065 0.065 -0.037 -0.100
H 4.01926 -0.31825 -0.94886 -0.040 0.182 -0.043
H 4.72290 1.02096 -2.88403 -0.113 -0.015 0.043
H 1.44970 3.70171 -2.25375 0.001 -0.092 0.023
H 0.72900 2.37377 -0.30862 0.041 -0.010 -0.082
H 2.89415 -2.06794 -0.79044 0.025 -0.026 0.095
H 4.29602 -4.02154 -0.25805 -0.074 0.073 0.067
H 4.13465 -3.01737 3.89916 -0.026 0.023 -0.107
H 2.82854 -1.00440 3.37212 0.012 0.007 -0.031
C 1.97772 -6.30551 0.47636 -0.052 0.199 -0.089
N 1.27204 -5.07637 0.11332 -0.105 -0.156 -0.179
C 0.97945 -4.70149 -1.26279 0.021 0.017 0.103
C 0.29000 -3.37805 -1.03816 0.058 0.501 -0.451
O -0.15640 -2.59416 -1.91733 -0.054 -0.400 0.571
N 0.23019 -3.07741 0.25515 -0.248 0.006 -0.140
C 0.84202 -4.09576 0.90768 0.091 -0.230 0.193
N 0.97514 -4.09780 2.22352 -0.138 -0.079 0.036
H 1.60775 -7.12108 -0.13880 -0.085 -0.019 -0.040
H 1.79871 -6.56097 1.51787 -0.048 0.034 -0.038
H 3.05216 -6.20860 0.31941 -0.063 0.035 -0.012
H 0.32703 -5.41937 -1.76055 -0.042 -0.038 -0.007
H 1.88599 -4.58807 -1.86126 0.020 0.048 -0.007
H 0.71772 -3.26573 2.72728 0.020 -0.014 -0.011
H 1.56157 -4.77210 2.68699 0.041 0.013 0.022
N -4.17292 -3.89516 -1.04815 -0.033 -0.065 0.107
C -3.44515 -3.52410 0.01601 -0.019 0.111 -0.148
N -3.67205 -4.13271 1.18620 -0.068 -0.098 0.002
O -2.55652 -2.64674 -0.06823 0.004 0.075 -0.201
H -4.91661 -4.57075 -0.98519 0.043 0.051 -0.008
H -4.02330 -3.43198 -1.92352 0.042 0.045 -0.106
H -4.40805 -4.80695 1.31198 0.017 0.037 -0.010
H -3.18468 -3.80282 1.99771 0.059 0.057 0.080
```
Positions in Å, forces in eV/Å.

- maximum force (hartree/bohr) = 0.0218
- frontier orbital gap (spin up / spin down) (eV) = 7.49 / 8.28
- net charge = +2
- HOMO energy (spin up / spin down) (eV) = -13.10 / -13.10
- calculated total energy (Eh) = -4795.83450
- multiplicity = 4



No. 2
# C4H10NO2

A gas-phase ion, C4H10NO2 (charge +1) at a distorted geometry (wB97M-V/def2-TZVPD, OMol25).

XYZ file:
```
17
Properties=species:S:1:pos:R:3:forces:R:3
O 0.39821 1.93184 0.27660 1.757 -0.706 0.072
C 1.06947 0.74207 0.19068 -1.984 0.330 -1.757
C 0.10095 -0.34159 -0.32852 1.154 -0.847 1.391
N -0.96084 -0.58075 0.73423 -0.170 -0.508 -1.936
C -1.73241 -1.89230 0.59942 0.658 0.546 1.672
C -0.41150 -0.18019 -1.73828 -0.834 -0.098 -0.007
O 2.24077 0.57770 0.25801 0.261 0.138 0.443
H 1.18161 2.51379 0.23933 -0.593 0.926 0.397
H 0.73910 -1.22222 -0.24756 -0.154 -0.219 -0.266
H -1.66956 0.13625 0.57765 0.266 0.475 0.898
H -0.47494 -0.54713 1.62609 -0.495 0.341 0.287
H -1.88318 -2.16765 1.64328 -0.763 -0.067 -0.132
H -1.10434 -2.68848 0.24295 0.197 -0.006 -0.842
H -2.65296 -1.68050 0.07559 -0.009 -0.386 -0.199
H -0.58519 -1.17593 -2.14420 0.466 0.069 -0.369
H -1.38968 0.29433 -1.85637 0.076 0.364 0.526
H 0.27750 0.42659 -2.31896 0.166 -0.352 -0.180
```
Positions in Å, forces in eV/Å.

- maximum force (hartree/bohr) = 0.0519
- ΔE to the lowest compared entry with this formula, charge and spin (kJ/mol) = 130.5
- frontier orbital gap (eV) = 11.66
- net charge = +1
- HOMO energy (eV) = -15.29
- calculated total energy (Eh) = -363.38593
- structure (SMILES) = C[NH2+][C@@H](C)C(=O)O



No. 3
# CH2Cl2O2P2

CH2Cl2O2P2 in the gas phase at a distorted geometry (wB97M-V/def2-TZVPD, OMol25).

XYZ file:
```
9
Properties=species:S:1:pos:R:3:forces:R:3
C -0.61565 -0.17260 -0.03568 0.084 -1.262 -0.110
O 1.81021 -0.51013 -1.51295 0.733 -0.205 -2.543
O -2.67197 1.59426 -0.05692 -1.032 0.136 -1.256
P -1.59598 1.19764 0.82707 1.827 -0.358 1.768
P 1.31993 -0.33296 -0.18811 -3.530 0.218 1.156
Cl 1.82111 -1.86819 0.94919 0.079 -0.369 0.795
Cl 2.03094 1.29312 0.65812 0.305 0.739 0.719
H -1.06109 -0.02969 -1.04684 0.720 -0.552 0.248
H -1.03751 -1.17145 0.40611 0.813 1.653 -0.778
```
Positions in Å, forces in eV/Å.

- maximum force (hartree/bohr) = 0.0724
- ΔE to the lowest compared entry with this formula, charge and spin (kJ/mol) = 55.1
- frontier orbital gap (eV) = 8.83
- net charge = 0
- HOMO energy (eV) = -9.97
- calculated total energy (Eh) = -1792.93993
- structure (SMILES) = O=PCP(=O)(Cl)Cl



No. 4
# C29H31BIN4O7P

A molecular structure, C29H31BIN4O7P at a distorted geometry (wB97M-V/def2-TZVPD, OMol25).

XYZ file:
```
74
Properties=species:S:1:pos:R:3:forces:R:3
C -0.85930 3.06635 -1.62557 -0.397 0.257 0.425
O -0.13818 3.62507 -0.52086 0.473 -0.698 -0.112
B 1.21568 3.59024 -0.53778 -0.630 0.177 -0.007
O 1.94615 3.87424 -1.67024 0.009 -0.516 0.159
C 1.96733 3.30454 0.86224 0.079 0.880 0.133
I 0.63511 2.31767 2.25869 -0.070 0.129 -0.006
O 3.23274 2.66407 0.74885 -0.168 0.067 0.102
C 3.30005 1.61748 -0.13754 -0.252 -0.453 0.185
O 4.02161 1.67966 -1.07341 0.856 0.283 -0.913
C 2.48812 0.40884 0.14840 -0.068 0.255 0.466
C 1.49993 0.03685 -0.75536 0.102 -0.353 0.360
C 0.71300 -1.06647 -0.46749 0.230 0.176 0.164
C 0.93090 -1.77126 0.71404 -0.057 -0.110 0.040
C 1.93440 -1.41069 1.59931 0.239 0.622 -0.247
C 2.72210 -0.29946 1.32235 -0.493 -0.148 -0.459
P 2.39052 4.93654 1.65065 -0.177 -1.186 1.254
O 2.53954 4.84104 3.10818 0.200 0.169 0.066
O 1.19895 5.87957 1.21730 0.120 0.199 -0.316
O 3.69009 5.46133 0.92827 -0.075 0.216 -0.490
H -1.55146 2.34050 -1.20846 -0.070 -0.131 0.091
H -0.22465 2.54304 -2.33548 0.215 0.153 -0.150
H -1.44962 3.84178 -2.09056 0.018 0.122 -0.286
H 2.08827 3.11939 -2.24871 0.302 0.154 -0.207
H 1.35054 0.61299 -1.65381 -0.042 0.059 -0.214
H -0.07604 -1.35165 -1.14219 -0.170 -0.099 -0.003
H 0.29748 -2.61354 0.93851 -0.108 -0.150 -0.049
H 2.11510 -1.93901 2.51895 -0.075 -0.285 0.080
H 3.49410 0.02527 1.99801 0.111 0.029 0.169
H 0.88596 6.28185 2.03980 -0.229 0.144 -0.093
H 4.45161 5.17043 1.44547 0.159 0.020 -0.092
N -2.57329 -0.35470 0.06998 -0.078 0.022 -0.041
C -2.46934 -0.67676 1.35653 0.111 -0.010 -0.017
C -3.52158 -0.59015 2.25668 -0.035 0.020 -0.042
C -4.74825 -0.14216 1.79591 -0.030 -0.001 0.048
C -4.87316 0.19868 0.45886 0.023 -0.004 0.004
C -3.75931 0.07306 -0.35663 0.061 -0.035 -0.031
H -1.49110 -1.01751 1.67605 -0.005 0.005 0.036
H -3.37935 -0.86653 3.29236 0.021 0.001 0.001
H -5.59339 -0.05916 2.46728 0.000 0.002 -0.001
H -5.81176 0.55429 0.05602 -0.010 0.008 -0.014
H -3.81472 0.32659 -1.41072 -0.032 -0.032 -0.004
N 4.75678 -2.88430 1.67483 0.156 -0.079 0.077
C 6.02609 -2.60022 1.95746 -0.045 0.065 -0.016
C 7.00542 -3.56326 2.14882 -0.014 -0.023 -0.006
C 6.64482 -4.89665 2.04310 0.026 -0.029 0.003
C 5.32752 -5.20988 1.74996 0.025 0.018 0.001
C 4.42776 -4.16926 1.57474 -0.106 0.048 -0.031
H 6.26576 -1.54459 2.03239 0.047 -0.013 0.004
H 8.02252 -3.27375 2.37421 -0.001 0.018 0.002
H 7.37894 -5.67922 2.18600 0.001 0.000 0.001
H 5.00280 -6.23719 1.65769 -0.017 0.001 -0.007
H 3.38656 -4.36878 1.33920 0.010 -0.038 -0.001
N -3.90246 4.34862 -1.95497 -0.140 0.065 -0.077
C -4.23979 5.50686 -2.51845 0.079 0.005 0.045
C -5.45136 5.72777 -3.15601 -0.013 -0.029 0.004
C -6.36295 4.68654 -3.21450 -0.046 0.008 -0.021
C -6.02780 3.47396 -2.63434 0.007 0.038 -0.003
C -4.79078 3.35958 -2.01888 0.074 -0.058 0.059
H -3.49685 6.29447 -2.45240 -0.030 0.030 -0.020
H -5.67202 6.69108 -3.59449 0.016 0.010 0.001
H -7.31940 4.81786 -3.70397 -0.001 0.002 -0.002
H -6.70915 2.63456 -2.65676 0.002 -0.017 0.006
H -4.48974 2.42901 -1.54838 -0.051 0.053 -0.017
N -1.05268 -4.34074 -0.16457 -0.021 -0.141 -0.020
C -1.15379 -4.52010 -1.47961 -0.016 0.128 0.008
C -1.08144 -5.76062 -2.09493 0.004 -0.018 0.027
C -0.89063 -6.87883 -1.30033 0.002 -0.038 -0.019
C -0.78209 -6.71117 0.07059 -0.002 0.006 -0.024
C -0.87079 -5.42669 0.58450 -0.007 0.080 0.054
H -1.30054 -3.61899 -2.06538 -0.008 -0.024 -0.037
H -1.17232 -5.84517 -3.16895 0.002 0.019 -0.007
H -0.82774 -7.86507 -1.74194 0.001 0.000 -0.001
H -0.63222 -7.55594 0.72867 -0.003 0.008 0.018
H -0.79320 -5.25222 1.65284 0.009 -0.049 0.007
```
Positions in Å, forces in eV/Å.

- maximum force (hartree/bohr) = 0.0338
- frontier orbital gap (eV) = 9.07
- net charge = 0
- HOMO energy (eV) = -8.56
- calculated total energy (Eh) = -2533.42378